{
  "formula": "C28H62Br2Cl2N5O3P2",
  "method": "ωB97M-V/def2-TZVPD",
  "homo_lumo_gap_ha": 0.255,
  "total_charge": 1,
  "spin_multiplicity": 1,
  "homo_ha": -0.3592,
  "energy_ev": -227328.4131,
  "symbols": ["C", "C", "C", "C", "C", "Cl", "C", "C", "Cl", "C", "Br", "O", "C", "Br", "P", "N", "C", "O", "C", "C", "N", "C", "C", "C", "C", "O", "P", "N", "H", "H", "H", "H", "H", "H", "H", "H", "H", "H", "H", "H", "H", "H", "H", "H", "H", "H", "H", "H", "H", "H", "H", "H", "H", "H", "H", "H", "H", "H", "H", "H", "C", "C", "N", "C", "C", "C", "C", "H", "H", "H", "H", "H", "H", "H", "H", "H", "H", "H", "H", "H", "H", "H", "C", "C", "N", "C", "C", "C", "C", "H", "H", "H", "H", "H", "H", "H", "H", "H", "H", "H", "H", "H", "H", "H"],
  "coordinates": [[1.54, -3.67, -2.48], [1.44, -2.43, -1.99], [0.63, -2.14, -0.73], [-0.01, -0.72, -0.62], [1.14, 0.32, -0.70], [2.53, -0.13, 0.38], [1.09, 1.89, -0.72], [1.69, 2.46, -2.01], [-0.43, 2.77, -0.42], [-0.94, -0.58, -1.85], [-0.19, -0.10, -3.56], [-1.83, 0.48, -1.59], [-2.99, 0.04, -0.91], [-3.83, 1.64, -0.25], [-4.13, -0.39, -2.37], [-5.67, -0.51, -2.26], [-2.54, -0.98, 0.24], [-3.25, -0.61, 1.40], [-2.90, -2.49, 0.08], [-4.27, -2.85, -0.51], [-1.00, -0.77, 0.66], [-0.97, 0.42, 1.67], [0.29, 1.08, 2.21], [-0.07, 1.67, 3.59], [0.06, 0.63, 4.71], [1.28, -0.07, 4.58], [-0.57, -2.19, 1.84], [0.78, -2.19, 2.57], [1.61, -4.55, -1.85], [1.61, -3.80, -3.56], [2.02, -1.66, -2.47], [1.28, -2.33, 0.12], [-0.17, -2.86, -0.76], [1.60, 0.07, -1.64], [1.77, 2.21, 0.06], [0.96, 2.51, -2.81], [2.57, 1.89, -2.32], [2.01, 3.48, -1.82], [-1.46, -1.52, -2.05], [-3.47, -1.52, -2.90], [-3.71, 0.64, -3.21], [-6.07, -0.39, -1.34], [-4.18, -0.85, 1.29], [-2.95, -2.89, 1.09], [-2.16, -3.04, -0.50], [-4.30, -2.88, -1.59], [-5.09, -2.23, -0.14], [-4.49, -3.86, -0.18], [-1.46, 0.01, 2.55], [-1.65, 1.19, 1.32], [1.17, 0.47, 2.37], [0.61, 1.93, 1.61], [0.57, 2.52, 3.81], [-1.11, 2.00, 3.55], [0.06, 1.15, 5.68], [-0.80, -0.05, 4.75], [1.13, -1.03, 4.66], [-1.69, -2.11, 2.67], [-0.77, -3.36, 1.11], [1.43, -1.46, 2.32], [6.59, -5.64, 4.44], [5.36, -5.60, 3.54], [4.98, -4.25, 3.15], [3.66, -4.17, 2.57], [3.41, -4.88, 1.23], [6.02, -3.47, 2.50], [6.65, -4.03, 1.23], [6.46, -4.98, 5.30], [6.75, -6.65, 4.80], [7.49, -5.34, 3.91], [4.52, -6.03, 4.09], [5.53, -6.26, 2.68], [3.40, -3.11, 2.45], [2.95, -4.57, 3.30], [3.88, -4.36, 0.39], [2.33, -4.90, 1.03], [3.76, -5.91, 1.24], [6.81, -3.30, 3.23], [5.61, -2.47, 2.30], [6.93, -5.08, 1.34], [7.57, -3.48, 1.00], [6.00, -3.94, 0.36], [-4.43, 8.20, -3.16], [-4.31, 6.69, -3.33], [-3.00, 6.28, -3.81], [-2.96, 4.90, -4.26], [-3.21, 3.79, -3.23], [-1.87, 6.72, -3.01], [-1.84, 6.33, -1.52], [-4.14, 8.71, -4.08], [-5.46, 8.47, -2.93], [-3.81, 8.58, -2.34], [-5.04, 6.37, -4.07], [-4.59, 6.21, -2.38], [-2.00, 4.73, -4.74], [-3.71, 4.80, -5.06], [-2.36, 3.66, -2.56], [-3.36, 2.84, -3.75], [-4.10, 3.99, -2.63], [-1.82, 7.81, -3.07], [-0.96, 6.37, -3.50], [-2.80, 6.52, -1.04], [-1.09, 6.93, -1.00], [-1.58, 5.28, -1.37]],
  "mulliken_charge": [-1.06, -0.65, -1.68, 2.19, -0.40, -0.04, -0.56, -1.53, -0.07, -1.45, 0.01, 0.11, -0.35, 0.10, 0.62, -0.85, 0.85, -0.39, -0.55, -1.42, 0.89, -1.27, -0.30, -1.34, -0.52, -0.58, 0.10, -0.52, 0.31, 0.32, 0.43, 0.89, 0.11, 0.97, 0.72, 0.32, 0.32, 0.48, 0.55, 0.12, -0.16, 0.27, 0.57, 0.38, -0.13, 0.43, 0.26, 0.48, 0.83, 0.41, 0.64, -0.17, 0.50, 0.32, 0.45, 0.28, 0.33, 0.13, 0.18, 0.05, -1.44, -0.37, 0.20, -0.61, -0.88, -0.57, -0.99, 0.33, 0.44, 0.30, 0.43, 0.28, 0.09, 0.39, 0.15, 0.29, 0.41, 0.37, 0.29, 0.25, 0.38, 0.25, -1.44, -0.26, 0.22, -1.45, 0.04, -0.78, -0.44, 0.33, 0.44, 0.29, 0.46, 0.20, 0.38, 0.46, -0.08, 0.14, 0.34, 0.35, 0.33, 0.25, 0.43, -0.14]
}